This record from the Open Molecules 2025 dataset describes a cluster of 12 separate species, C37H72N8O12 in total. The level of theory is ωB97M-V/def2-TZVPD.

CARTESIAN COORDINATES (ANGSTROEM)
C  -1.895  4.978  2.368
O  -0.861  4.921  3.453
C  -1.213  3.881  4.437
C  -0.987  2.478  3.761
O  -0.897  1.332  4.652
C  -0.916  0.135  3.916
C  -1.012  -0.994  4.909
O  0.295  -1.097  5.419
C  0.476  -2.020  6.389
H  -1.821  5.956  1.891
H  -2.910  4.934  2.763
H  -1.722  4.252  1.573
H  -2.171  4.116  4.901
H  -0.583  4.015  5.317
H  -0.230  2.640  2.992
H  -1.829  2.428  3.071
H  0.047  0.039  3.414
H  -1.777  0.035  3.256
H  -1.424  -1.882  4.430
H  -1.676  -0.859  5.763
H  0.403  -2.893  5.740
H  -0.230  -2.143  7.210
H  1.521  -2.069  6.697
C  2.709  3.693  3.454
O  3.466  2.575  4.007
C  2.851  1.265  4.317
C  3.815  0.432  5.195
O  4.879  -0.281  4.462
C  5.837  0.557  3.770
C  6.844  -0.348  3.032
O  7.903  0.491  2.463
C  8.604  -0.200  1.377
H  3.265  4.609  3.254
H  1.893  3.990  4.113
H  2.266  3.494  2.478
H  2.493  0.771  3.414
H  1.834  1.395  4.687
H  3.287  -0.263  5.847
H  4.256  1.229  5.794
H  6.249  1.385  4.347
H  5.322  1.230  3.085
H  6.407  -0.975  2.256
H  7.308  -1.028  3.747
H  8.855  -1.193  1.748
H  9.480  0.432  1.227
H  8.093  -0.054  0.425
C  -2.291  -1.512  -6.088
O  -0.946  -1.264  -5.730
C  -0.748  0.062  -5.196
C  -1.302  0.341  -3.762
O  -0.648  -0.460  -2.702
C  -1.402  -0.458  -1.507
C  -0.531  -1.039  -0.319
O  0.662  -0.340  0.125
C  0.466  1.027  -0.081
H  -2.643  -0.856  -6.884
H  -3.035  -1.329  -5.312
H  -2.362  -2.559  -6.383
H  -1.139  0.862  -5.826
H  0.338  0.075  -5.111
H  -2.376  0.165  -3.813
H  -1.287  1.400  -3.505
H  -2.117  -1.250  -1.733
H  -1.935  0.477  -1.335
H  -0.255  -2.045  -0.635
H  -1.270  -1.179  0.469
H  1.271  1.556  0.429
H  -0.490  1.385  0.300
H  0.378  1.156  -1.159
C  -4.514  1.830  4.484
O  -4.617  0.716  3.644
C  -4.304  0.884  2.301
O  -4.039  1.938  1.725
O  -4.531  -0.298  1.715
C  -4.586  -0.403  0.291
H  -4.679  1.623  5.541
H  -5.285  2.518  4.136
H  -3.524  2.281  4.551
H  -5.506  -0.116  -0.218
H  -3.985  -1.270  0.018
H  -3.778  0.216  -0.099
C  3.081  -1.755  1.643
C  3.523  -0.394  1.157
N  3.752  0.624  0.769
H  2.889  -1.658  2.711
H  3.725  -2.634  1.608
H  2.170  -2.021  1.108
C  -0.628  -5.240  0.780
C  -0.823  -3.971  1.496
N  -0.979  -3.038  2.131
H  -0.384  -4.961  -0.245
H  -1.447  -5.957  0.731
H  0.328  -5.710  1.008
C  1.823  2.903  -3.338
C  0.558  3.379  -2.671
N  -0.410  3.854  -2.158
H  2.242  3.585  -4.078
H  1.498  2.088  -3.986
H  2.533  2.532  -2.599
C  -2.481  -3.730  -3.298
C  -2.852  -4.028  -1.941
N  -3.131  -4.178  -0.848
H  -1.851  -4.566  -3.601
H  -1.861  -2.834  -3.328
H  -3.439  -3.508  -3.767
C  -5.462  -4.148  -6.657
C  -4.679  -3.870  -7.898
N  -4.035  -3.701  -8.839
H  -6.449  -3.774  -6.931
H  -4.965  -3.798  -5.752
H  -5.480  -5.225  -6.485
C  2.486  -1.601  -2.459
C  3.727  -1.991  -1.804
N  4.712  -2.368  -1.360
H  2.060  -2.444  -3.002
H  2.628  -0.664  -2.998
H  1.768  -1.407  -1.661
C  -4.148  3.494  -2.102
C  -4.517  2.226  -2.578
N  -4.864  1.139  -2.961
H  -3.507  3.996  -2.827
H  -3.550  3.412  -1.194
H  -4.961  4.202  -1.938
C  1.995  -0.700  -8.552
C  1.984  0.395  -7.496
N  1.977  1.258  -6.746
H  0.980  -0.761  -8.943
H  2.162  -1.674  -8.092
H  2.806  -0.298  -9.159

Cartesian forces, eV/Å:
C 1.21 0.67 0.93
O -2.09 -1.14 -0.36
C 1.45 0.14 -0.37
C -1.45 1.09 0.34
O -0.33 2.44 -1.17
C -0.41 -0.59 0.95
C 0.28 0.02 0.29
O 0.05 2.70 -0.57
C 0.81 -3.17 -0.82
H 0.35 0.09 0.20
H 0.06 -0.43 0.20
H -0.02 -0.34 0.29
H -0.67 -0.47 -0.69
H 0.75 0.02 -0.34
H 1.22 -0.46 0.65
H -0.70 -0.86 0.20
H -0.15 -0.25 -0.57
H 0.00 0.44 -0.43
H 0.66 -0.49 -0.30
H -0.38 0.79 -0.03
H -0.19 -1.53 0.90
H -0.16 0.71 0.13
H -0.10 0.62 0.42
C -0.74 -1.22 0.26
O 0.06 0.15 -0.08
C -0.73 1.01 -1.15
C 0.72 1.21 -1.47
O -0.62 0.81 0.57
C -1.09 0.33 -0.91
C 0.92 1.13 0.35
O -0.85 -1.14 -0.47
C -0.23 2.02 1.46
H 0.94 -0.49 0.56
H -0.13 -0.17 0.22
H -0.09 -0.62 -0.12
H 1.05 -0.34 -0.74
H 0.14 0.38 1.44
H 0.12 -0.17 -0.39
H 0.41 -0.22 0.44
H 0.81 -0.73 1.08
H -0.39 -0.61 -0.79
H -0.43 0.27 -0.11
H 0.06 -0.14 0.21
H 0.02 -0.17 -0.74
H 0.45 -0.40 0.27
H -0.58 -0.92 0.10
C -0.27 -0.07 -0.17
O -0.91 0.97 0.61
C 0.97 -0.77 1.83
C -0.10 -1.24 -0.15
O 0.04 1.59 -1.98
C 1.10 -1.41 0.04
C -0.65 0.54 -0.82
O -1.76 -1.32 -0.40
C -0.08 0.50 -0.13
H 0.29 -0.04 -0.50
H 0.22 -0.10 0.64
H 0.02 0.12 -0.18
H 0.06 -0.12 -0.37
H -0.03 0.58 -0.28
H -0.29 -0.58 0.42
H 0.67 0.22 -0.09
H -0.80 0.01 0.86
H 0.25 0.16 0.18
H 0.32 0.00 0.04
H 0.25 0.20 0.52
H 0.07 0.09 -0.47
H -0.18 -0.01 0.49
H 0.58 0.70 -0.09
C -0.06 1.53 0.39
O 1.18 -1.13 -1.86
C -1.31 1.31 -0.05
O -0.10 -1.90 1.42
O -0.40 -0.03 0.69
C 2.94 1.02 -0.34
H -0.56 -0.94 -0.28
H 0.31 0.54 0.29
H 0.04 0.06 -0.83
H -0.06 -0.59 0.45
H -1.55 -1.22 0.17
H -0.45 1.31 -0.07
C -0.15 0.81 0.31
C -1.10 -6.34 1.82
N 1.02 4.48 -1.64
H -0.39 0.19 0.00
H 0.74 0.67 -0.64
H -0.08 0.24 0.18
C 1.06 0.50 -1.20
C -0.16 -2.00 -0.14
N -0.07 0.99 0.43
H -0.51 0.12 -0.35
H -0.04 0.43 0.47
H -0.22 -0.13 0.90
C -1.54 -0.45 -0.02
C -2.43 2.34 1.46
N 3.82 -2.22 -2.13
H -0.03 0.50 0.60
H 0.12 -0.43 0.16
H -0.01 0.21 -0.10
C 0.19 0.20 0.44
C 0.37 0.60 0.05
N -0.37 -0.37 1.18
H -0.51 0.02 -0.90
H 0.02 0.12 0.01
H 0.39 -0.44 -0.86
C 0.65 -0.42 -1.33
C 0.58 -0.35 0.61
N -0.45 0.03 0.44
H -0.13 0.05 1.00
H -0.36 0.81 -0.28
H -0.31 -0.10 -0.43
C -0.29 0.05 1.05
C -0.11 -0.21 -0.61
N 0.36 -0.08 0.35
H 0.29 0.30 -0.49
H -0.15 -0.34 -0.33
H -0.06 0.31 0.02
C 1.09 2.08 0.43
C -2.53 -6.62 -2.25
N 1.81 5.10 1.78
H 0.18 -0.13 -0.12
H -0.11 -0.06 0.12
H -0.30 -0.44 0.11
C -0.23 1.59 2.00
C -0.37 -1.70 -0.93
N 0.08 0.48 0.44
H 0.34 0.33 -0.64
H 0.54 0.21 -0.02
H -0.33 -0.90 -0.81

Frontier orbital gap in eV: 8.92
LUMO energy in eV: 0.0
Structure (SMILES): COC(=O)OC.COCCOCCOC.COCCOCCOC.COCCOCCOC.CC#N.CC#N.CC#N.CC#N.CC#N.CC#N.CC#N.CC#N
F_max in eV/Å: 7.43